Here is a 14-piece molecular cluster, C5H39N2O14 overall at a distorted geometry from OMol25. Energies are from wB97M-V/def2-TZVPD.

Last column: Löwdin charge in e.
CARTESIAN COORDINATES (ANGSTROEM)
C: -1.54967 -0.08827 0.86880  -0.23
O: -1.83794 0.81337 1.89344  -0.02
C: -0.40127 0.32829 -0.00772  -0.24
C: -0.34353 -0.35333 -1.39156  -0.10
C: 0.87010 0.09310 -2.17483  -0.43
C: 0.59537 0.21556 -3.49831  0.05
N: 2.03152 0.37969 -1.53186  0.13
N: -0.53457 1.80366 -0.35992  0.23
H: -2.44719 -0.22971 0.25119  0.13
H: -1.39714 -1.13735 1.16922  0.10
H: -1.33561 0.76276 2.71338  0.10
H: 0.55856 0.14944 0.46863  0.13
H: -1.20016 -0.13469 -2.01418  0.08
H: -0.41875 -1.42871 -1.19878  0.13
H: -0.38075 -0.07130 -3.84774  0.04
H: 1.40364 0.21727 -4.22270  0.06
H: 2.87210 0.74792 -1.93220  0.12
H: 2.22221 0.06488 -0.60077  0.04
H: 0.20902 2.40816 0.02532  0.12
H: -1.38057 2.12956 0.12670  0.10
H: -0.53234 1.88575 -1.37454  0.14
H: 1.78049 -0.42266 4.34588  0.01
H: 1.15340 0.99594 4.99081  0.05
O: 1.59768 0.54132 4.27453  -0.07
H: 2.53130 -1.86900 -2.84523  0.02
H: 2.50368 -3.41747 -2.57694  0.04
O: 3.01466 -2.61286 -2.44214  -0.05
H: 1.19209 2.43153 2.41306  0.05
H: 2.00476 2.02864 1.23845  0.02
O: 1.31038 2.64830 1.47998  -0.05
H: 2.76258 -2.76496 0.10436  0.03
H: 3.08990 -1.55160 0.98058  0.01
O: 2.44268 -2.25952 0.84789  -0.05
H: -4.36341 0.83614 -0.06968  0.00
H: -5.40913 0.04095 -0.86837  0.03
O: -5.18544 0.91430 -0.55191  -0.04
H: -2.27773 -4.04118 -3.19777  0.08
H: -1.32432 -3.66905 -2.03914  0.05
O: -1.97930 -3.30236 -2.64239  -0.05
H: -2.45916 0.89580 -3.23467  -0.01
H: -3.68478 1.58783 -3.00568  0.04
O: -2.79723 1.58610 -2.64297  -0.07
H: -3.38366 3.86404 1.12978  0.05
H: -2.96073 4.09132 -0.25230  0.06
O: -2.82069 3.47074 0.46752  -0.03
H: -0.48453 -3.08744 2.49829  0.06
H: 0.64302 -2.82739 1.54137  0.03
O: -0.27213 -2.52586 1.74314  -0.07
H: 1.40738 -2.11687 3.29475  0.02
H: 0.54422 -2.19476 4.49292  0.07
O: 1.48907 -2.16933 4.25860  -0.04
H: 3.82105 2.97614 2.62705  0.07
H: 3.26225 1.89792 3.74950  0.05
O: 3.41386 2.14016 2.83052  -0.06
H: -3.59175 -1.43568 -3.28768  0.05
H: -2.28804 -1.67202 -3.62737  0.01
O: -2.96956 -1.03017 -3.90512  -0.07
H: 4.71884 0.22094 0.61005  0.09
H: 3.65514 0.49839 1.54136  0.05
O: 3.76781 0.09608 0.65319  -0.05

## Properties
ΔE to the lowest compared entry with this formula, charge and spin   77.13 kcal per mole
Orbital gap   8.5 eV
Charge   +1
Electronic energy   -1376.54174 a.u.

---

Here is C5H3CeO6 as an isolated structure at a distorted geometry from OMol25. Energies are from wB97M-V/def2-TZVPD.

Last column: Löwdin charge in e.
CARTESIAN COORDINATES (ANGSTROEM)
O: 2.95016 0.12694 -1.14851  0.22
C: 2.00944 -0.09073 -0.51726  -0.06
Ce: -0.64583 -0.07385 0.00840  1.15
O: 1.67247 -1.45278 2.68718  0.21
C: 0.91753 -1.05474 1.90630  0.01
C: 0.06039 0.72541 -1.94937  -0.21
O: -1.20675 0.83446 -1.98971  -0.10
C: 0.19339 -2.18500 -0.93892  0.02
O: 0.56735 -3.16191 -1.43802  0.25
C: 0.79480 1.78224 0.79749  0.00
O: 1.51750 2.61570 1.15566  0.24
H: 0.77409 0.97646 -2.75427  0.12
O: -2.86263 0.24963 1.19769  -0.10
H: -3.64778 0.74069 0.87858  0.13
H: -3.09414 -0.03252 2.10478  0.12

## Properties
ΔE to the lowest compared entry with this formula, charge and spin   6.04 kcal per mole
Orbital gap (alpha / beta)   7.9 / 7.8 eV
Charge   +2
2S+1   2
Electronic energy   -1118.19737 a.u.

---

Here is C5H3Cl2F in the gas phase at a distorted geometry from OMol25. Energies are from wB97M-V/def2-TZVPD.

Last column: Löwdin charge in e.
CARTESIAN COORDINATES (ANGSTROEM)
C: -3.11708 -0.09074 0.36930  0.13
C: -1.95513 -0.05507 -0.03091  -0.11
C: -0.56403 0.01308 -0.42253  -0.06
C: 0.51033 -0.03555 0.37530  -0.47
F: 0.40119 -0.16439 1.65262  0.12
C: 1.92059 0.00815 -0.18784  -1.04
Cl: 2.62376 1.52601 0.33032  0.64
Cl: 2.85124 -1.45928 0.23258  0.61
H: -4.15505 0.01236 0.42146  0.01
H: -0.37415 0.20582 -1.51361  0.13
H: 1.85833 0.03960 -1.22669  0.03

## Properties
ΔE to the lowest compared entry with this formula, charge and spin   39.00 kcal per mole
Orbital gap   9.9 eV
Charge   0
SMILES string   C#C/C=C(\F)C(Cl)Cl
Electronic energy   -1212.47639 a.u.

---

Here is C5H3Cl2F4NOS in the gas phase at a distorted geometry from OMol25. Energies are from wB97M-V/def2-TZVPD.

Last column: Löwdin charge in e.
CARTESIAN COORDINATES (ANGSTROEM)
C: -0.77636 0.51552 1.19725  -0.38
C: -1.66696 1.39716 0.37873  -0.31
C: 0.68217 -0.81992 -0.21830  -0.28
C: 0.41935 -0.33964 -1.59416  -0.84
C: 1.66590 -1.95286 -0.11079  -0.82
N: 0.15495 -0.37708 0.83423  0.13
O: -0.97367 3.22628 2.41528  -0.51
F: 1.29087 -0.84959 -2.47477  0.04
F: 0.45951 0.98842 -1.64884  0.08
F: 1.50264 -3.06295 -0.86247  0.07
F: 1.63625 -2.43191 1.20512  0.03
S: -0.50014 2.54884 1.27078  0.98
Cl: -1.26585 -0.80629 -2.19075  0.70
Cl: 3.22278 -1.22889 -0.46341  0.82
H: -1.29958 0.09198 2.07300  0.14
H: -1.91358 1.44473 -0.66938  0.05
H: -2.63829 1.65619 0.85849  0.10

## Properties
ΔE to the lowest compared entry with this formula, charge and spin   55.01 kcal per mole
Orbital gap   8.4 eV
Charge   0
Electronic energy   -2040.24679 a.u.

---

Repeat the first record exactly.
Here is a 14-piece molecular cluster, C5H39N2O14 overall at a distorted geometry from OMol25. Energies are from wB97M-V/def2-TZVPD.

Last column: Löwdin charge in e.
CARTESIAN COORDINATES (ANGSTROEM)
C: -1.54967 -0.08827 0.86880  -0.23
O: -1.83794 0.81337 1.89344  -0.02
C: -0.40127 0.32829 -0.00772  -0.24
C: -0.34353 -0.35333 -1.39156  -0.10
C: 0.87010 0.09310 -2.17483  -0.43
C: 0.59537 0.21556 -3.49831  0.05
N: 2.03152 0.37969 -1.53186  0.13
N: -0.53457 1.80366 -0.35992  0.23
H: -2.44719 -0.22971 0.25119  0.13
H: -1.39714 -1.13735 1.16922  0.10
H: -1.33561 0.76276 2.71338  0.10
H: 0.55856 0.14944 0.46863  0.13
H: -1.20016 -0.13469 -2.01418  0.08
H: -0.41875 -1.42871 -1.19878  0.13
H: -0.38075 -0.07130 -3.84774  0.04
H: 1.40364 0.21727 -4.22270  0.06
H: 2.87210 0.74792 -1.93220  0.12
H: 2.22221 0.06488 -0.60077  0.04
H: 0.20902 2.40816 0.02532  0.12
H: -1.38057 2.12956 0.12670  0.10
H: -0.53234 1.88575 -1.37454  0.14
H: 1.78049 -0.42266 4.34588  0.01
H: 1.15340 0.99594 4.99081  0.05
O: 1.59768 0.54132 4.27453  -0.07
H: 2.53130 -1.86900 -2.84523  0.02
H: 2.50368 -3.41747 -2.57694  0.04
O: 3.01466 -2.61286 -2.44214  -0.05
H: 1.19209 2.43153 2.41306  0.05
H: 2.00476 2.02864 1.23845  0.02
O: 1.31038 2.64830 1.47998  -0.05
H: 2.76258 -2.76496 0.10436  0.03
H: 3.08990 -1.55160 0.98058  0.01
O: 2.44268 -2.25952 0.84789  -0.05
H: -4.36341 0.83614 -0.06968  0.00
H: -5.40913 0.04095 -0.86837  0.03
O: -5.18544 0.91430 -0.55191  -0.04
H: -2.27773 -4.04118 -3.19777  0.08
H: -1.32432 -3.66905 -2.03914  0.05
O: -1.97930 -3.30236 -2.64239  -0.05
H: -2.45916 0.89580 -3.23467  -0.01
H: -3.68478 1.58783 -3.00568  0.04
O: -2.79723 1.58610 -2.64297  -0.07
H: -3.38366 3.86404 1.12978  0.05
H: -2.96073 4.09132 -0.25230  0.06
O: -2.82069 3.47074 0.46752  -0.03
H: -0.48453 -3.08744 2.49829  0.06
H: 0.64302 -2.82739 1.54137  0.03
O: -0.27213 -2.52586 1.74314  -0.07
H: 1.40738 -2.11687 3.29475  0.02
H: 0.54422 -2.19476 4.49292  0.07
O: 1.48907 -2.16933 4.25860  -0.04
H: 3.82105 2.97614 2.62705  0.07
H: 3.26225 1.89792 3.74950  0.05
O: 3.41386 2.14016 2.83052  -0.06
H: -3.59175 -1.43568 -3.28768  0.05
H: -2.28804 -1.67202 -3.62737  0.01
O: -2.96956 -1.03017 -3.90512  -0.07
H: 4.71884 0.22094 0.61005  0.09
H: 3.65514 0.49839 1.54136  0.05
O: 3.76781 0.09608 0.65319  -0.05

## Properties
ΔE to the lowest compared entry with this formula, charge and spin   77.13 kcal per mole
Orbital gap   8.5 eV
Charge   +1
Electronic energy   -1376.54174 a.u.

---

> What is the ΔE to the lowest compared entry with this formula, charge and spin in the first record?

77.13 kcal per mole